{
  "formula": "C20H17N5S2Zn",
  "method": "ωB97M-V/def2-TZVPD",
  "symbols": ["Zn", "C", "S", "C", "S", "N", "N", "C", "C", "C", "C", "C", "C", "N", "H", "H", "H", "H", "H", "H", "H", "H", "C", "C", "C", "C", "C", "C", "N", "N", "C", "C", "C", "C", "C", "C", "H", "H", "H", "H", "H", "H", "H", "H", "H"],
  "coordinates": [[0.0423, 0.4981, -0.0542], [-0.3886, 5.7067, 2.0764], [-0.0803, 4.1593, 2.9593], [0.4648, 3.1255, 1.6305], [-0.3457, 3.0770, 0.1217], [1.5042, 2.3842, 1.9235], [1.6958, 1.4284, 0.9790], [2.8553, 1.2813, 0.4712], [2.9677, 0.2871, -0.5993], [4.3017, -0.1633, -1.0228], [4.4526, -1.1182, -1.9384], [3.2885, -1.8853, -2.4619], [1.9296, -1.3342, -1.9210], [1.8743, -0.1118, -1.1403], [-0.9863, 6.3333, 2.7350], [-0.9451, 5.5029, 1.1651], [0.5515, 6.2040, 1.8489], [3.6985, 1.8825, 0.7964], [5.1528, 0.3629, -0.6100], [5.4408, -1.3742, -2.3045], [3.3416, -2.0108, -3.5443], [1.1471, -1.2986, -2.6769], [2.6943, -4.4617, -2.4755], [3.0360, -3.2280, -1.6906], [1.8201, -2.5768, -1.0060], [0.4931, -3.2220, -1.1364], [0.3196, -4.3677, -1.7858], [1.4712, -4.9952, -2.4606], [-0.4581, -2.3473, -0.5440], [-1.5353, -2.2614, -1.1456], [-2.3851, -1.2238, -0.6534], [-3.7406, -1.4772, -0.8337], [-4.6755, -0.5641, -0.3794], [-4.2320, 0.6042, 0.2208], [-2.8702, 0.8681, 0.3310], [-1.8949, -0.0226, -0.1198], [3.4946, -4.9515, -3.0183], [3.8526, -3.4515, -1.0000], [1.9888, -2.3141, 0.0397], [-0.6612, -4.8169, -1.8669], [1.2868, -5.9128, -3.0053], [-4.0406, -2.4069, -1.3009], [-5.7332, -0.7575, -0.5018], [-4.9482, 1.3291, 0.5879], [-2.5644, 1.8129, 0.7642]],
  "charge": 0,
  "molar_mass_g_mol": 456.91,
  "lumo_ev": -1.252,
  "spin_multiplicity": 1,
  "homo_ev": -8.1
}

{
  "formula": "C5H14NO",
  "method": "ωB97M-V/def2-TZVPD",
  "symbols": ["C", "C", "C", "C", "C", "N", "H", "H", "H", "H", "H", "H", "H", "H", "H", "H", "H", "H", "H", "H", "O"],
  "coordinates": [[0.0085, 0.1481, 2.4021], [0.2477, 1.0953, 1.1857], [-0.5392, 0.6530, -0.0443], [-0.0678, -0.6992, -0.6395], [2.2301, -0.7409, -1.4215], [1.3853, -0.8095, -0.4783], [-0.3029, 0.8051, 3.2207], [-0.7845, -0.5852, 2.2834], [0.9266, -0.2661, 2.8144], [-0.1439, 2.0679, 1.4777], [1.3178, 1.1715, 1.0186], [-1.5728, 0.4953, 0.2290], [-0.3919, 1.3689, -0.8564], [-0.5185, -1.5673, -0.1523], [-0.3714, -0.8529, -1.6695], [3.2901, -0.8080, -1.2169], [1.8303, -0.5634, -2.4154], [1.7180, -0.9769, 0.4709], [-2.8732, -0.6936, -2.3570], [-3.0136, 0.6461, -1.6835], [-2.3748, 0.1118, -2.1681]],
  "charge": 1,
  "molar_mass_g_mol": 104.17,
  "lumo_ev": -4.790,
  "e_above_lowest_ev": 1.738,
  "spin_multiplicity": 1,
  "homo_ev": -15.1
}

{
  "formula": "C8H35Br2NO11",
  "method": "ωB97M-V/def2-TZVPD",
  "symbols": ["N", "C", "C", "C", "Br", "C", "O", "C", "C", "C", "C", "Br", "H", "H", "H", "H", "H", "H", "H", "H", "H", "H", "H", "H", "H", "H", "H", "O", "H", "H", "O", "H", "H", "O", "H", "H", "O", "H", "H", "O", "H", "H", "O", "H", "H", "O", "H", "H", "O", "H", "H", "O", "H", "H", "O", "H", "H"],
  "coordinates": [[-1.3645, -0.0837, 3.2795], [-2.3147, 0.8112, 2.5111], [-1.8377, 1.1837, 0.9881], [-2.1913, 2.7677, 0.6482], [-1.4426, 4.2137, 1.8107], [-1.3318, 2.9088, -0.7721], [-0.1145, 2.0462, -0.6391], [-0.2449, 1.2366, 0.6041], [0.6269, -0.1457, 0.4772], [2.0597, 0.1443, 1.2889], [3.1938, -1.0020, 0.9907], [5.0372, -0.2405, 1.2525], [-0.5960, 0.4461, 3.7464], [-1.0188, -0.8904, 2.7149], [-3.3616, 0.2479, 2.4074], [-2.4767, 1.7954, 3.1407], [-2.5941, 0.6105, 0.2946], [-3.3370, 3.0353, 0.5942], [-1.1005, 4.0475, -0.9901], [-1.9227, 2.3304, -1.6219], [0.2932, 1.8721, 1.4259], [0.9651, -0.3737, -0.6443], [0.0863, -1.1145, 0.8494], [1.7629, 0.2576, 2.4255], [2.4710, 1.2171, 0.9661], [3.0762, -1.3833, -0.1327], [3.0302, -1.9494, 1.6908], [-0.0397, 4.8119, -3.1381], [0.8197, 5.2222, -2.9592], [0.0138, 3.9529, -2.6930], [-0.0218, 1.9961, 4.8896], [0.7340, 2.4860, 5.2468], [-0.7683, 2.2877, 5.4341], [1.3347, -2.6129, -0.6409], [0.7724, -3.2960, -0.2458], [1.2006, -2.7219, -1.5942], [1.7835, 4.7052, 0.6100], [1.4376, 5.2981, -0.0740], [1.3029, 3.8762, 0.4661], [-0.8075, -5.0524, -0.7981], [-1.3698, -5.7355, -0.4030], [-0.9415, -5.1614, -1.7515], [1.4905, -4.7698, -2.7526], [1.9239, -4.9252, -3.6052], [2.1204, -5.1166, -2.1032], [5.7523, -3.7401, 1.4526], [5.8646, -2.7889, 1.5988], [6.2655, -3.9157, 0.6497], [-3.3109, 2.5627, -3.1236], [-2.9704, 3.3569, -3.5621], [-3.6647, 2.0278, -3.8499], [-3.3348, -6.0114, -1.8073], [-3.6807, -5.4185, -2.4912], [-3.8154, -6.8403, -1.9511], [-0.9465, 0.1838, -3.4721], [-1.8240, 0.4629, -3.7740], [-0.6731, 0.8876, -2.8647]],
  "charge": 0,
  "molar_mass_g_mol": 481.17,
  "lumo_ev": 0.201,
  "spin_multiplicity": 1,
  "homo_ev": -8.7
}

{
  "formula": "C14H46N2O8",
  "method": "ωB97M-V/def2-TZVPD",
  "symbols": ["C", "C", "C", "O", "H", "H", "H", "H", "H", "H", "H", "H", "C", "C", "C", "O", "H", "H", "H", "H", "H", "H", "H", "H", "O", "H", "H", "O", "H", "H", "O", "H", "H", "O", "H", "H", "C", "C", "C", "O", "C", "N", "H", "H", "H", "H", "H", "H", "H", "H", "H", "H", "H", "C", "C", "C", "O", "C", "N", "H", "H", "H", "H", "H", "H", "H", "H", "H", "H", "H"],
  "coordinates": [[0.8311, 3.4040, -0.5137], [-0.5840, 3.6079, 0.1018], [-1.0728, 5.0127, -0.1975], [-1.5756, 2.6702, -0.4621], [1.3443, 2.4453, -0.4384], [1.4982, 4.0685, 0.0353], [0.7336, 3.5731, -1.5861], [-0.5880, 3.6096, 1.1918], [-0.5818, 5.8655, 0.2714], [-2.1461, 5.0220, -0.0078], [-1.0584, 5.1122, -1.2828], [-1.6892, 1.9521, 0.1648], [0.9944, 0.6473, -3.6881], [2.1165, 1.3127, -2.7783], [1.3738, 2.1560, -1.7183], [2.8969, 0.2768, -2.2186], [0.7609, 1.3390, -4.4975], [0.0841, 0.2779, -3.2159], [1.2664, -0.2623, -4.2236], [2.8047, 1.9559, -3.3267], [0.3830, 1.7608, -1.4939], [1.1637, 3.1108, -2.2003], [1.8599, 2.2804, -0.7506], [3.2783, 0.7067, -1.4497], [-0.4312, 0.7480, -0.6076], [-0.1628, -0.1442, -0.3880], [-0.1098, 1.2811, 0.1195], [-0.3521, 1.7045, 1.0690], [0.4856, 1.4087, 1.4253], [-0.9688, 1.6088, 1.7947], [-1.3506, 1.8073, -1.9903], [-1.3377, 2.5946, -1.4461], [-0.8169, 1.1745, -1.5096], [1.5147, -0.5579, -0.9290], [0.8336, -1.2141, -1.0760], [1.5947, -0.1030, -1.7673], [-2.9422, -4.6712, 0.4243], [-1.5735, -4.1947, -0.0784], [-1.2122, -2.6869, 0.0647], [-2.0845, -1.8758, -0.7310], [-1.9308, -0.4922, -0.4447], [-0.6146, -4.9084, 0.6689], [-3.6740, -3.9605, 0.0402], [-2.9850, -4.6727, 1.5135], [-3.1609, -5.6629, 0.0283], [-1.4850, -4.5804, -1.0941], [-0.1627, -2.5308, -0.1849], [-1.2802, -2.4181, 1.1188], [-0.8908, -0.1955, -0.5811], [-2.1707, -0.1340, 0.5564], [-2.5400, 0.1790, -1.0501], [-0.6114, -4.5048, 1.5947], [-0.9917, -5.8211, 0.8808], [-1.2568, -0.7846, 2.2036], [0.1643, -0.5752, 1.6412], [1.2956, -1.1402, 2.4792], [2.6211, -1.0325, 2.0650], [3.5241, -1.5423, 3.0448], [0.2968, -1.1300, 0.3223], [-1.9293, -0.1748, 1.6003], [-1.3082, -0.4528, 3.2406], [-1.5814, -1.8172, 2.0751], [0.3264, 0.4951, 1.5142], [1.0899, -2.1672, 2.7807], [1.2693, -0.5683, 3.4068], [3.5532, -0.9377, 3.9513], [4.5427, -1.6304, 2.6669], [3.2630, -2.5518, 3.3621], [0.1758, -2.1313, 0.3754], [1.2710, -0.9408, 0.1344]],
  "charge": 0,
  "molar_mass_g_mol": 370.53,
  "lumo_ev": -0.266,
  "e_above_lowest_ev": 53.506,
  "spin_multiplicity": 1,
  "homo_ev": -6.5
}

{
  "formula": "C4H13NS",
  "method": "ωB97M-V/def2-TZVPD",
  "symbols": ["C", "C", "N", "H", "H", "H", "H", "H", "H", "H", "C", "C", "S", "H", "H", "H", "H", "H", "H"],
  "coordinates": [[1.7385, -1.4313, -2.2320], [1.2185, -1.0210, -0.8548], [0.1549, -1.9327, -0.4177], [2.3677, -0.6769, -2.7545], [2.2747, -2.3802, -2.1316], [0.9389, -1.7841, -2.9239], [2.0457, -0.8059, -0.1668], [0.6427, -0.1019, -1.0021], [-0.3468, -1.5295, 0.3651], [0.4111, -2.8629, -0.1097], [-1.7950, 1.7194, 2.2209], [-0.6251, 1.6228, 1.2118], [-1.2449, 2.1539, -0.4362], [-2.3726, 0.8056, 2.3666], [-2.4614, 2.5425, 1.9712], [-1.2865, 1.8315, 3.1947], [-0.3060, 0.5834, 1.3170], [0.2044, 2.2822, 1.4097], [-1.5588, 0.9852, -1.0277]],
  "charge": 0,
  "molar_mass_g_mol": 107.22,
  "lumo_ev": 0.899,
  "e_above_lowest_ev": 0.651,
  "spin_multiplicity": 1,
  "homo_ev": -9.0
}